Entry 1:
C16H24AlF5N3O6S | ωB97M-V/def2-TZVPD

Last column: Löwdin charge in e.
Geometry (Å):
C -0.6094 0.4062 3.4688  -0.106
C -1.8790 -0.3812 3.8303  -0.260
C -2.3861 -1.2622 2.6913  -0.271
F -2.6978 -0.3807 1.5855  -0.139
Al -1.1989 -2.8127 2.1648  0.119
O -1.6600 -4.2755 3.0053  -0.133
O -1.0377 -2.8243 0.3804  -0.090
C -0.0358 -1.8662 0.2205  -0.328
C 0.1820 -1.5151 -1.2592  -0.125
C -0.1670 -0.0499 -1.5069  -0.204
C 0.0957 0.4525 -2.9278  -0.200
C 1.4631 1.1016 -3.1455  -0.200
C 1.8230 2.2635 -2.1997  -0.210
C 0.6897 3.1985 -1.7620  -0.241
C 0.1563 4.1378 -2.8591  -0.446
S -1.5684 3.9312 -3.4230  0.956
C -2.4449 3.8419 -1.9171  -0.705
N -3.2062 4.7458 -1.4007  0.049
N -3.7660 4.1791 -0.2569  0.048
C -3.2918 2.9824 -0.1877  -0.174
O -2.4686 2.6845 -1.2055  0.017
C 1.1381 -2.2786 1.1857  -0.414
O 2.0146 -1.1321 1.4300  -0.024
N 2.4927 -0.3794 0.3093  0.020
O 3.2445 -0.9639 -0.3603  0.078
C 1.9769 -3.5232 0.7397  -0.344
F 2.3172 -3.4728 -0.5849  0.090
F 1.2052 -4.6399 0.8727  0.111
C 3.2786 -3.8570 1.5212  -0.279
F 4.3826 -3.3454 0.9096  0.063
F 3.2553 -3.3559 2.7746  0.093
O 0.5746 -2.6059 2.3733  -0.014
H -0.5738 0.6142 2.3957  0.060
H 0.2956 -0.1571 3.7155  0.068
H -0.5704 1.3568 4.0097  0.062
H -2.6671 0.3126 4.1609  0.094
H -1.6690 -1.0420 4.6803  0.106
H -3.3646 -1.6690 2.9966  0.090
H -2.6021 -4.4437 2.9158  0.006
H -0.3431 -0.9104 0.6970  0.120
H 1.1758 -1.7577 -1.6334  0.095
H -0.5296 -2.1344 -1.8163  0.127
H 0.3627 0.5678 -0.7756  0.092
H -1.2338 0.0630 -1.2880  0.118
H -0.6851 1.1631 -3.2140  0.074
H 0.0039 -0.3863 -3.6309  0.114
H 2.2425 0.3378 -3.0249  0.105
H 1.5373 1.4344 -4.1901  0.102
H 2.5972 2.8721 -2.6881  0.108
H 2.2862 1.8544 -1.2964  0.091
H 1.0752 3.8295 -0.9531  0.115
H -0.1244 2.6274 -1.3245  0.073
H 0.7264 3.9920 -3.7844  0.070
H 0.2722 5.1848 -2.5670  0.071
H -3.4659 2.2319 0.5780  0.138
H 3.3813 -4.9445 1.5703  0.163

Force components x, y, z for each atom (eV/Å):
0.1 -0.1 0.1
0.0 0.1 -0.1
0.0 0.0 0.3
0.0 0.0 0.1
0.1 -0.4 -0.2
-0.3 0.2 -0.2
-0.1 0.1 0.2
0.0 0.2 0.0
0.0 -0.1 -0.2
-0.2 0.0 -0.1
0.0 0.0 -0.1
0.1 -0.1 0.0
0.1 0.0 0.0
0.0 0.1 0.0
0.3 0.1 0.0
0.0 -0.2 0.0
-0.1 0.2 -0.2
0.1 -0.1 0.1
0.1 -0.2 0.0
-0.2 0.1 0.3
0.1 -0.1 0.0
-0.1 -0.7 -0.1
0.1 0.3 -0.3
0.0 0.0 0.6
0.0 -0.1 -0.2
0.0 0.0 -0.2
0.0 -0.1 0.1
0.1 0.1 0.0
0.0 0.3 0.1
-0.1 0.0 0.0
0.0 -0.1 0.0
0.3 0.5 0.0
0.0 0.1 0.1
-0.1 0.0 -0.1
0.0 -0.1 -0.1
0.1 -0.1 -0.1
-0.1 0.0 0.0
0.1 0.1 -0.1
0.1 -0.2 0.2
0.0 -0.1 0.0
0.0 0.0 0.0
0.2 0.0 0.1
0.0 0.0 -0.1
0.1 0.0 0.1
0.0 0.0 0.0
0.0 0.1 0.1
-0.1 0.1 0.0
-0.1 0.0 0.1
0.0 -0.1 0.1
-0.1 0.0 0.0
-0.1 -0.1 -0.1
0.0 -0.1 0.0
-0.1 0.1 0.1
0.0 -0.1 0.0
0.1 0.1 -0.2
0.0 0.0 0.0

Net charge: -1
E_tot, Eh: -2379.8364
Relative energy (zero: lowest compared OMol25 entry of this formula, charge and spin), kJ/mol: 0.00


Entry 2:
C16H24AsF4MnN3S | ωB97M-V/def2-TZVPD

Last column: Löwdin charge in e.
Geometry (Å):
Mn 0.1573 0.6860 0.5680  0.759
C -1.1966 -1.0845 2.7517  -0.080
C -1.6493 -1.6246 1.4123  -0.266
N -1.5460 -0.6448 0.3013  -0.237
C -1.5603 -1.3707 -1.0034  -0.241
C -0.8104 -0.7125 -2.1541  -0.082
C -2.6815 0.2949 0.4060  -0.187
C -2.4545 1.5150 -0.4339  -0.224
N -1.1231 1.9652 -0.1019  -0.083
C -0.7504 3.2573 -0.3963  -0.160
C 0.3789 3.7637 0.2401  -0.148
F 0.9804 2.9255 1.1189  0.047
C 0.8811 5.0246 0.0400  -0.215
F 1.9748 5.4040 0.7103  0.104
C 0.2545 5.8970 -0.8310  0.069
C -0.8705 5.4273 -1.4697  -0.216
F -1.5180 6.2147 -2.3424  0.093
C -1.3676 4.1510 -1.2702  -0.139
F -2.4506 3.7739 -1.9820  0.082
H -1.1237 -1.9054 3.4671  0.086
H -1.8697 -0.3367 3.1712  0.073
H -0.1938 -0.6483 2.7031  0.057
H -2.6893 -1.9683 1.4855  0.129
H -1.0425 -2.4846 1.1495  0.057
H -2.6082 -1.5382 -1.2792  0.125
H -1.1210 -2.3467 -0.8233  0.060
H -1.4037 0.0323 -2.6806  0.066
H -0.5258 -1.4827 -2.8734  0.080
H 0.1118 -0.2352 -1.8271  0.045
H -2.7605 0.6021 1.4496  0.117
H -3.6147 -0.2125 0.1313  0.131
H -3.2223 2.2486 -0.1705  0.131
H -2.5894 1.2987 -1.4969  0.105
H 0.6344 6.8915 -1.0109  0.137
C 1.1060 -4.6099 -0.1547  -0.335
As 1.5343 -2.7177 0.1037  1.050
C 2.6666 -2.9235 1.6814  -0.316
C 2.9454 -2.5997 -1.2376  -0.313
H 2.0165 -5.2109 -0.1614  0.022
H 0.5844 -4.7430 -1.1032  0.016
H 0.4568 -4.9571 0.6500  0.015
H 3.4126 -3.7006 1.5119  0.027
H 2.0518 -3.1950 2.5402  0.016
H 3.1738 -1.9815 1.8914  -0.012
H 3.6966 -3.3691 -1.0577  0.027
H 3.4084 -1.6161 -1.1914  0.001
H 2.5141 -2.7400 -2.2288  0.020
S 4.6320 0.6240 1.1177  0.574
C 3.1365 0.5351 0.5497  -0.992
N 2.0345 0.4276 0.1297  -0.076

Force components x, y, z for each atom (eV/Å):
-1.0 0.7 -0.3
0.1 0.0 0.2
-0.2 -0.1 0.0
0.7 0.1 0.1
-0.2 0.0 -0.1
0.0 0.0 -0.1
-0.3 -0.3 0.1
-0.2 0.1 -0.1
0.8 -0.2 0.1
-0.2 -0.1 0.0
0.2 -0.1 0.2
0.3 0.0 0.2
0.0 0.0 0.0
0.0 0.0 0.0
0.1 0.0 0.0
-0.2 0.0 -0.1
0.0 0.0 0.0
-0.1 0.0 -0.2
0.0 0.0 0.0
-0.1 0.0 0.0
0.0 0.0 0.0
0.1 0.0 -0.1
0.0 0.0 0.0
0.1 0.0 0.0
0.0 0.0 0.0
0.0 0.0 0.0
0.0 0.0 0.0
-0.1 0.0 0.0
0.1 -0.1 0.1
0.0 0.0 0.0
0.0 -0.1 0.0
0.1 0.1 0.0
0.0 0.0 0.0
0.0 0.0 0.0
0.0 -0.1 0.0
0.1 0.1 0.0
0.0 0.0 0.0
0.0 0.0 0.0
0.0 0.0 0.0
0.0 0.0 0.0
0.0 0.0 0.0
0.0 0.0 0.0
0.0 0.0 0.0
0.0 0.0 0.0
0.0 0.0 0.0
0.0 0.0 0.0
0.0 0.0 0.0
0.0 0.0 -0.1
-0.2 -0.1 0.0
0.0 0.0 0.1

Net charge: 0
E_tot, Eh: -4972.6602
2S+1: 2


Entry 3:
C16H24BBr18O6 | ωB97M-V/def2-TZVPD

Last column: Löwdin charge in e.
Geometry (Å):
C -2.6444 2.0093 -3.4367  -0.150
O -1.4341 1.4323 -4.0973  -0.254
C -1.2234 0.1478 -3.3681  -0.223
C 0.0203 -0.7459 -3.9529  -0.158
C -0.1365 -2.3664 -3.7667  -0.200
C -0.6544 -2.8534 -2.2898  -0.330
C 0.1589 -4.2002 -1.7230  -0.157
O 0.8407 -3.8210 -0.4409  -0.082
B 0.8002 -2.3462 -0.3655  -0.799
C 0.5072 -1.6166 1.0996  0.001
C 1.8673 -1.1565 1.8907  -0.228
O 3.0653 -1.5331 1.3739  -0.019
O 1.7356 -0.3585 3.1241  -0.028
C 1.5938 1.0614 2.7611  -0.280
C 2.7657 2.0314 2.1475  -0.041
O 0.3728 1.6203 2.9646  -0.080
O -0.4409 -2.0052 -1.1070  -0.136
H -2.7023 1.7423 -2.2857  0.025
H -2.6675 3.1975 -3.4948  0.101
H -3.6153 1.5269 -3.9206  0.085
H -0.9086 0.4662 -2.2613  0.125
H -2.2351 -0.4640 -3.2241  0.125
H 1.0923 -0.3956 -3.5631  0.127
H 0.0526 -0.5468 -5.1287  0.113
H -0.8194 -2.7984 -4.6248  0.019
H 0.9499 -2.8371 -3.9189  0.123
H -1.7994 -3.1265 -2.3199  0.013
H -0.7187 -4.8757 -1.2997  0.117
H 0.8028 -4.7901 -2.5038  0.026
H 1.6168 -1.7735 -0.9870  0.094
H -0.0887 -0.6162 0.8366  0.118
H -0.2298 -2.2827 1.7199  0.128
H 2.3647 3.1531 2.1380  0.103
H 3.7676 2.0463 2.7536  0.040
H 3.0113 1.7502 1.0140  0.113
C 0.3580 2.7798 6.1873  -1.596
Br 2.2957 2.6125 6.1529  0.550
Br -0.3217 2.9504 8.0020  0.540
Br -0.2643 4.2243 5.0425  0.566
H -0.0506 1.8495 5.7790  -0.023
C -0.2820 -5.9242 -5.5629  -1.540
Br 1.3990 -6.2017 -4.6241  0.610
Br -1.5999 -5.0368 -4.4404  0.709
Br -0.0232 -4.9918 -7.2505  0.547
H -0.6816 -6.9150 -5.8029  -0.030
C 6.7609 3.9582 3.2380  -1.600
Br 6.3935 3.0732 1.5451  0.594
Br 8.1450 5.3136 3.0607  0.533
Br 5.1433 4.6768 4.0450  0.516
H 7.1469 3.1943 3.9210  -0.035
C 6.9255 6.0225 7.7125  -1.582
Br 7.7940 4.5756 6.7449  0.551
Br 8.1527 6.9214 8.9250  0.550
Br 6.0500 7.2751 6.5088  0.541
H 6.1415 5.5699 8.3285  -0.020
C -4.8198 -0.8957 -0.7358  -1.560
Br -5.9415 0.0577 -2.0074  0.528
Br -4.1491 -2.5664 -1.4728  0.631
Br -3.3819 0.2249 -0.0568  0.626
H -5.4539 -1.1548 0.1185  -0.027
C -10.2738 -1.2990 -2.6245  -1.607
Br -9.2232 -2.4987 -1.5105  0.543
Br -10.4026 0.4809 -1.8502  0.540
Br -9.6142 -1.2465 -4.4539  0.547
H -11.2899 -1.7054 -2.6625  -0.028

Force components x, y, z for each atom (eV/Å):
-0.6 0.2 0.3
-1.9 -1.0 2.1
1.2 -0.3 2.0
0.1 0.3 -1.4
0.9 0.6 0.2
0.9 -1.0 1.8
-1.6 -0.3 1.7
-0.4 -0.5 -2.3
-1.0 0.1 -0.3
0.1 1.2 1.3
4.5 -3.5 -4.3
-7.4 3.1 4.4
0.6 2.7 -2.8
-6.0 2.6 1.0
0.0 0.3 -0.5
7.8 -3.6 -1.0
-2.1 -0.2 -3.0
0.4 0.5 -2.4
0.2 -2.6 -0.3
1.9 1.1 0.9
-0.8 -0.9 -2.2
2.0 1.1 -0.8
-2.6 -0.6 -0.5
-0.1 -0.4 2.4
1.5 1.3 2.0
-2.3 1.0 0.2
2.3 0.7 -0.2
1.8 0.7 -1.3
-1.0 1.4 1.7
1.6 0.3 -0.3
1.3 -1.9 0.8
1.5 1.4 -0.6
0.5 -2.7 0.2
-2.1 -0.5 -1.1
-0.6 0.3 2.6
-0.1 -0.2 -0.3
-0.4 0.1 0.0
0.2 0.0 -0.4
0.2 -0.3 0.4
0.2 0.4 0.1
-0.2 -0.3 0.1
-0.4 0.0 -0.5
0.0 -1.2 -0.5
0.0 -0.1 0.4
0.2 0.5 0.1
0.0 -0.2 0.1
0.1 0.3 0.4
-0.3 -0.3 -0.1
0.3 -0.3 -0.4
-0.2 0.3 -0.3
-0.3 -0.1 0.1
-0.1 0.4 0.4
-0.3 -0.2 -0.3
0.3 -0.2 0.4
0.4 0.2 -0.3
0.0 -0.1 0.3
0.2 -0.2 0.2
-0.3 0.6 0.2
-0.4 -0.4 -0.1
0.3 0.1 -0.4
-0.2 -0.1 0.0
-0.2 0.3 -0.3
0.1 -0.4 -0.2
-0.1 0.0 0.5
0.5 0.2 0.0

Net charge: -1
E_tot, Eh: -47432.3723


Entry 4:
C16H24BKO20 | ωB97M-V/def2-TZVPD

Last column: Löwdin charge in e.
Geometry (Å):
K 0.8087 -0.9915 -0.4217  0.872
O 1.9259 4.2353 -1.3640  0.087
C 1.3908 3.9263 -0.2612  -0.304
O 0.5929 4.7134 0.4220  0.264
B -0.0611 3.9659 1.4574  -0.854
O 0.6877 2.6919 1.5180  0.243
C 1.4154 2.5545 0.4423  -0.364
O 2.0102 1.5310 0.1415  0.059
O -1.5168 3.7537 1.0955  0.199
C -2.2782 4.3633 1.9775  -0.393
O -3.4847 4.4163 2.0275  0.134
C -1.3162 4.9198 3.0865  -0.329
O -0.0959 4.7662 2.6896  0.249
O -1.6934 5.3744 4.2221  0.069
C -3.4363 1.0122 1.4792  0.009
O -2.7770 0.3246 2.5214  0.033
C -1.8083 -0.4453 2.3308  -0.587
O -1.2767 -0.6823 1.2341  0.006
O -1.5476 -1.2213 3.4234  -0.002
C -2.3136 -1.1981 4.6305  -0.036
H -4.1999 1.6251 1.9581  0.106
H -3.8764 0.3434 0.7395  0.107
H -2.7441 1.6780 0.9637  0.090
H -3.0863 -0.4346 4.7216  0.099
H -1.5103 -1.0880 5.3589  0.093
H -2.6900 -2.1754 4.9326  0.089
C -0.6437 1.4020 -5.9731  -0.051
O -0.3622 0.5774 -4.8311  -0.038
C 0.7661 0.8576 -4.0381  -0.484
O 0.9265 0.4290 -2.8792  0.030
O 1.6995 1.5023 -4.7415  -0.011
C 2.8528 1.9478 -4.0162  -0.008
H -0.0511 1.1530 -6.8534  0.095
H -0.7610 2.4346 -5.6443  0.105
H -1.6062 1.1101 -6.3929  0.088
H 3.6314 2.4080 -4.6246  0.098
H 3.3422 1.1385 -3.4743  0.098
H 2.4468 2.7140 -3.3558  0.087
C 2.9477 -4.1953 2.6380  -0.016
O 3.5199 -2.8905 2.9843  -0.018
C 2.8851 -1.6947 2.7248  -0.576
O 1.7828 -1.6730 2.2168  0.056
O 3.5938 -0.7377 3.2202  0.048
C 3.2529 0.6122 3.0487  -0.022
H 3.5944 -4.7759 1.9802  0.087
H 2.0086 -4.0301 2.1097  0.078
H 2.7624 -4.8107 3.5184  0.090
H 3.7937 1.0362 2.2026  0.102
H 3.4905 1.2505 3.8997  0.103
H 2.1715 0.7157 2.9596  0.093
C -1.9511 -4.5889 -0.2966  0.017
O -1.8164 -4.6645 -1.7697  0.054
C -1.2220 -3.7128 -2.4019  -0.661
O -0.9236 -2.6194 -1.8666  -0.006
O -1.1522 -3.9384 -3.6421  0.050
C -0.6411 -2.9197 -4.4685  -0.011
H -1.1102 -5.0721 0.2009  0.089
H -2.7575 -5.2270 0.0649  0.092
H -2.0324 -3.6097 0.1752  0.089
H -0.6514 -3.3346 -5.4764  0.105
H 0.3658 -2.7210 -4.1013  0.105
H -1.2711 -2.0314 -4.4233  0.101

Force components x, y, z for each atom (eV/Å):
-0.2 0.2 0.1
-1.5 -1.4 4.0
1.3 1.4 -4.6
0.8 0.1 -0.9
-0.9 0.5 0.3
-0.8 -0.2 0.6
1.1 -1.1 0.0
-0.7 1.3 -0.1
0.8 -0.2 -0.2
-0.9 0.3 1.5
1.2 -0.2 -0.5
-3.0 1.8 4.8
1.0 -0.8 -0.2
1.6 -1.8 -5.0
-0.1 1.0 -0.9
-2.3 1.9 1.5
1.7 -3.9 -1.7
-0.3 0.7 2.0
0.2 0.2 -1.5
1.1 0.1 1.1
0.1 -0.2 -0.1
0.1 -0.3 0.3
0.0 -0.1 0.1
0.3 0.0 -0.3
-0.3 0.7 0.4
-0.4 -0.2 -1.0
-0.7 -0.3 -0.3
1.6 0.3 1.7
0.0 -1.4 0.7
-1.0 1.1 -3.2
-0.6 -0.4 -0.5
0.0 0.6 1.1
1.0 0.7 0.5
0.6 0.0 -0.5
-0.5 -0.3 0.8
-0.7 -0.2 -0.7
-0.4 0.0 0.1
0.6 -0.1 0.5
-0.7 1.1 -0.4
0.5 0.0 0.0
-1.5 -3.1 0.1
0.5 0.8 -0.4
1.6 -0.2 0.8
-1.1 1.4 -0.3
0.4 0.5 0.0
-0.1 0.0 0.1
0.1 0.5 0.3
-0.3 -0.2 -0.2
0.5 -0.8 0.4
0.0 0.0 -0.5
0.5 -0.5 0.3
-1.0 -1.9 2.4
-0.2 4.6 3.3
0.3 -1.8 -0.7
-0.3 -1.8 -2.2
0.4 0.4 -0.3
0.6 0.1 -0.6
-0.5 0.2 -0.9
-0.1 0.3 -0.9
0.2 0.1 0.2
0.0 0.4 -0.4
0.2 0.0 0.1

Net charge: 0
E_tot, Eh: -2753.9170
Relative energy (zero: lowest compared OMol25 entry of this formula, charge and spin), kJ/mol: 198.34